Formula: C44H57N3O7SSn
Source: the Open Molecules 2025 dataset
Level of theory: ωB97M-V/def2-TZVPD

For the HOMO-LUMO gap, the calculation gives 5.4 eV. The value obtained for the HOMO energy is -2.185 eV. As for the LUMO energy: 3.2 eV. The calculation puts the largest force on an atom at 0.0221 hartree/bohr.

Structure (ORCA input):
```
! RIJCOSX wB97M-V def2-TZVPD def2/J DEFGRID3
* xyz -2 1
Sn -0.0370 0.2109 0.2059
C 2.3521 -2.9322 -7.3950
C 1.2677 -3.2697 -6.3639
C 1.5804 -4.6583 -5.7868
C -0.0779 -3.3068 -7.1039
C 1.1723 -2.2645 -5.2180
C 0.2078 -2.4199 -4.2571
C 0.0459 -1.4882 -3.2025
N -0.8704 -1.4792 -2.2556
C -1.7662 -2.3470 -1.8284
C -1.8085 -3.7415 -2.0619
C -2.7873 -4.5373 -1.5330
C -3.8208 -3.9212 -0.7869
C -3.8298 -2.5951 -0.4663
C -2.7364 -1.7407 -0.9095
O -2.6205 -0.5489 -0.5829
C -4.9477 -1.9681 0.3524
C -6.0490 -2.9672 0.7407
C -5.5928 -0.8724 -0.5064
C -4.3779 -1.3476 1.6342
C -2.6982 -6.0491 -1.7024
C -2.5909 -6.4092 -3.1918
C -3.9123 -6.7886 -1.1299
C -1.4432 -6.5424 -0.9696
C 0.9133 -0.3040 -3.1489
O 0.7265 0.5781 -2.2944
C 1.9628 -0.2083 -4.1489
C 2.0493 -1.1580 -5.1251
C 2.8880 0.9978 -4.0870
C 2.0561 2.2755 -4.2623
C 3.9664 0.9960 -5.1804
C 3.5779 1.0293 -2.7176
H 2.3504 -3.6886 -8.1808
H 2.1644 -1.9660 -7.8585
H 3.3402 -2.9229 -6.9416
H 1.6988 -5.3892 -6.5869
H 2.4992 -4.6214 -5.2061
H 0.7816 -4.9912 -5.1311
H -0.0414 -4.0162 -7.9310
H -0.8804 -3.6002 -6.4338
H -0.3139 -2.3192 -7.4968
H -0.5042 -3.2302 -4.3327
H -0.9802 -4.1860 -2.5930
H -4.6136 -4.5507 -0.4191
H -6.5099 -3.4082 -0.1440
H -5.6638 -3.7646 1.3758
H -6.8254 -2.4430 1.2997
H -5.9879 -1.3017 -1.4277
H -6.4088 -0.3956 0.0351
H -4.8481 -0.1243 -0.7572
H -3.8633 -2.1041 2.2240
H -3.6650 -0.5672 1.3836
H -5.1841 -0.9189 2.2308
H -3.4484 -6.0245 -3.7416
H -1.6914 -5.9917 -3.6350
H -2.5563 -7.4923 -3.3113
H -4.8305 -6.4792 -1.6283
H -3.7854 -7.8617 -1.2774
H -4.0079 -6.6073 -0.0617
H -0.5574 -6.0325 -1.3374
H -1.5318 -6.3289 0.0928
H -1.3125 -7.6157 -1.1092
H 2.8136 -1.0637 -5.8792
H 1.5182 2.2537 -5.2099
H 1.3396 2.3628 -3.4527
H 2.7112 3.1452 -4.2516
H 3.5209 1.0594 -6.1730
H 4.6092 1.8652 -5.0437
H 4.5903 0.1062 -5.1260
H 2.8379 1.0751 -1.9251
H 4.1771 0.1349 -2.5631
H 4.2240 1.9027 -2.6402
O -0.1566 4.8329 0.9483
C 0.0957 3.6293 0.8815
O -0.6635 2.6998 0.5295
C 1.5349 3.2124 1.2522
C 2.4470 4.1328 1.7600
C 3.7437 3.7174 2.0059
C 4.0882 2.4069 1.7247
C 3.1107 1.5514 1.2262
N 1.8706 1.9573 1.0149
C 3.4302 0.0938 0.8471
O 4.5642 -0.3134 1.1222
O 2.5095 -0.5339 0.2827
H 2.1196 5.1446 1.9463
H 4.4772 4.4105 2.4057
H 5.0889 2.0278 1.8708
S -1.3715 2.0445 3.7072
C -0.2717 0.9182 4.1974
N -0.6895 -0.3687 4.4430
C 0.0656 -1.2789 5.0779
C 1.3291 -0.9839 5.4819
C 1.8682 0.2772 5.1266
C 1.0910 1.1979 4.5014
H -1.5456 -0.6513 3.9798
H -0.3927 -2.2393 5.2636
H 1.9305 -1.7165 5.9941
H 2.9007 0.4909 5.3627
H 1.4751 2.1594 4.2003
C 0.7976 -3.2101 0.3366
C 0.1383 -2.8823 1.6858
C -1.0957 -3.8024 1.8662
C 1.1919 -3.2424 2.7647
O -0.2649 -1.5736 1.7805
H 1.0936 -4.2585 0.2846
H 1.6658 -2.5696 0.2251
H 0.1148 -2.9917 -0.4751
H -0.8153 -4.8555 1.8399
H -1.8007 -3.6038 1.0643
H -1.5892 -3.5950 2.8161
H 1.6602 -4.1978 2.5288
H 0.7472 -3.3193 3.7537
H 1.9501 -2.4630 2.7698
*
```

***

Formula: C44H58GeN9O4S2SbTi
Source: the Open Molecules 2025 dataset
Level of theory: ωB97M-V/def2-TZVPD

For the HOMO-LUMO gap (spin up / spin down), the calculation gives 4.2 / 6.9 eV. The value obtained for the HOMO energy (spin up / spin down) is -4.284 / -6.999 eV. As for the LUMO energy (spin up / spin down): -0.1 / -0.1 eV. The calculation puts the largest force on an atom at 0.0358 hartree/bohr. Its expectation value of S² is 2.034.

Structure (ORCA input):
```
! RIJCOSX wB97M-V def2-TZVPD def2/J DEFGRID3
* xyz 0 3
Ti -0.5177 -0.3453 -1.0295
O 3.0244 0.2234 1.4105
C 3.4568 -1.0718 1.4362
C 4.6266 -1.3343 2.1429
C 5.1512 -2.6169 2.1834
C 4.5158 -3.6499 1.4992
C 3.3455 -3.3975 0.8065
C 2.7712 -2.1199 0.7762
C 1.5006 -1.9034 0.0625
O 0.8725 -0.7153 0.1982
N 0.9662 -2.8226 -0.6974
N -0.1700 -2.3411 -1.2755
C -0.7319 -2.9975 -2.2940
S -2.1423 -2.3206 -3.0973
C -1.3329 -2.5921 -4.7075
C -0.8468 -4.0379 -4.7054
S -0.1411 -4.4538 -3.0551
H 2.2099 0.2030 0.8808
H 5.1205 -0.5058 2.6437
H 6.0635 -2.8087 2.7412
H 4.9325 -4.6504 1.5134
H 2.8304 -4.1856 0.2677
H -0.5072 -1.8864 -4.7636
H -2.0516 -2.4043 -5.5077
H -0.0590 -4.1893 -5.4441
H -1.6654 -4.7269 -4.8972
C -0.2416 3.2973 2.3301
N -1.3393 3.3336 1.3734
C -2.0800 4.5890 1.2223
C -1.4205 2.3632 0.4363
N -0.6023 1.3922 0.2947
N -2.5079 2.4985 -0.4174
C -2.7185 1.8297 -1.6122
N -3.8723 2.1986 -2.2337
N -1.9134 0.9471 -2.0477
H -0.5229 3.8748 3.2067
H 0.6843 3.7048 1.9144
H -0.0570 2.2800 2.6659
H -3.1398 4.4770 1.4713
H -1.9852 4.9996 0.2145
H -1.6666 5.3186 1.9101
H 0.1686 1.4331 0.9467
H -3.2383 3.1170 -0.1240
H -4.1985 3.1373 -2.0690
H -3.9173 1.9472 -3.2067
H -2.1439 0.6116 -2.9745
O 0.8647 1.2958 -4.3022
C 1.1436 0.6770 -3.2740
O 0.4098 -0.2700 -2.7507
C 2.3656 1.1112 -2.4683
C 2.0030 2.4035 -1.6835
Ge 1.4996 3.9647 -2.7888
C 2.7123 4.1785 -4.2834
C 2.2845 4.5393 -5.5613
C 3.1977 4.6668 -6.6024
C 4.5492 4.4318 -6.3769
C 4.9896 4.0803 -5.1054
C 4.0746 3.9576 -4.0648
C 1.9525 5.3947 -1.4915
C 2.7913 6.4712 -1.7856
C 3.1116 7.4208 -0.8152
C 2.5937 7.3124 0.4692
C 1.7607 6.2427 0.7879
C 1.4519 5.2958 -0.1835
C -0.3655 4.3707 -3.2720
C -1.0166 3.7517 -4.3511
C -2.2865 4.1626 -4.7483
C -2.9427 5.1861 -4.0692
C -2.3221 5.7933 -2.9834
C -1.0420 5.3943 -2.5960
H 3.1953 1.3073 -3.1432
H 2.6266 0.3030 -1.7899
H 2.8274 2.7573 -1.0628
H 1.1740 2.1668 -1.0259
H 1.2283 4.7170 -5.7474
H 2.8552 4.9470 -7.5926
H 5.2585 4.5201 -7.1918
H 6.0434 3.9010 -4.9253
H 4.4293 3.6926 -3.0710
H 3.2054 6.5696 -2.7867
H 3.7690 8.2475 -1.0630
H 2.8404 8.0542 1.2211
H 1.3612 6.1493 1.7933
H 0.8078 4.4513 0.0776
H -0.5166 2.9454 -4.8792
H -2.7596 3.6907 -5.6053
H -3.9254 5.5168 -4.3935
H -2.8179 6.6020 -2.4553
H -0.5572 5.9142 -1.7775
N -1.9384 -1.5050 1.3220
C -3.0188 -2.1154 1.8163
C -4.0185 -1.9651 0.8908
C -3.4197 -1.2534 -0.1591
N -2.1543 -0.9786 0.1063
H -1.0018 -1.5108 1.7096
H -3.0015 -2.5977 2.7841
H -5.0354 -2.3202 0.9514
H -3.8524 -0.9453 -1.0964
C 2.2769 1.4330 5.3921
C 1.9071 -0.0576 5.3764
Sb 0.6782 -0.5555 3.6807
C -1.1459 0.2609 4.5798
C -1.7927 -0.5754 5.6925
C 0.3321 -2.5903 4.3427
C 1.5559 -3.4845 4.0891
H 2.9182 1.6771 6.2451
H 1.3854 2.0673 5.4660
H 2.8146 1.7163 4.4816
H 1.3587 -0.3466 6.2789
H 2.8046 -0.6793 5.3126
H -1.8548 0.4298 3.7620
H -0.8635 1.2469 4.9686
H -2.1499 -1.5387 5.3198
H -2.6529 -0.0559 6.1289
H -1.0897 -0.7782 6.5056
H -0.5477 -2.9846 3.8206
H 0.0958 -2.5398 5.4074
H 1.7761 -3.5793 3.0243
H 1.3918 -4.4903 4.4876
H 2.4547 -3.0823 4.5702
*
```

***

Formula: C44H58HfN6O2PS2Si
Source: the Open Molecules 2025 dataset
Level of theory: ωB97M-V/def2-TZVPD

For the HOMO-LUMO gap, the calculation gives 6.7 eV. The value obtained for the HOMO energy is -9.263 eV. As for the LUMO energy: -2.6 eV. The calculation puts the largest force on an atom at 0.0738 hartree/bohr.

Structure (ORCA input):
```
! RIJCOSX wB97M-V def2-TZVPD def2/J DEFGRID3
* xyz 1 1
Hf -0.9055 -0.5106 -0.4213
N -3.8628 3.1961 -0.5115
C -2.9430 3.9801 -1.1752
C -3.0338 5.2348 -1.7176
C -1.9428 5.7124 -2.4118
C -0.7405 4.9988 -2.4564
C -0.6172 3.7736 -1.8457
C -1.7368 3.2501 -1.1771
N -1.9154 2.0473 -0.5356
C -3.1751 2.0397 -0.1752
C -3.7635 0.8991 0.4949
C -4.8754 0.8426 1.2819
S -5.0175 -0.6993 2.0018
C -3.5619 -1.1464 1.2797
N -3.0105 -0.2749 0.5234
H -4.8660 3.2785 -0.3229
H -4.0036 5.7345 -1.7451
H -2.0072 6.6199 -3.0409
H 0.1397 5.3569 -2.9993
H 0.2990 3.1785 -1.9166
H -5.6364 1.5677 1.4545
H -3.1171 -2.1071 1.4630
C 2.2020 0.9826 -2.6086
P 1.5354 -0.6058 -1.9289
C 1.5180 -1.7230 -3.3594
C 2.9721 -1.4214 -1.1094
H 3.2306 0.8159 -3.0233
H 2.1957 1.7362 -1.8316
H 1.5170 1.2827 -3.3855
H 2.4579 -1.6879 -3.9350
H 0.7334 -1.3737 -4.0203
H 1.3572 -2.7490 -2.9676
H 3.7381 -1.6174 -1.8746
H 2.6456 -2.3504 -0.6592
H 3.4328 -0.7962 -0.3641
C -3.9073 0.2707 -2.8598
Si -1.9739 -0.1303 -2.9913
C -1.3095 1.4014 -3.9939
C -1.8767 -1.5056 -4.2482
C -1.4718 -2.7992 -3.9105
C -1.6155 -3.8693 -4.7920
C -2.0267 -3.6125 -6.1021
C -2.3524 -2.3097 -6.4717
C -2.3448 -1.2983 -5.5407
H -4.4257 0.3816 -3.7827
H -3.9511 1.2184 -2.3060
H -4.3114 -0.5385 -2.1770
H -1.9575 1.5673 -4.8205
H -0.3173 1.2352 -4.3362
H -1.3827 2.3347 -3.4505
H -1.1497 -3.0490 -2.8705
H -1.4724 -4.8855 -4.4238
H -2.1213 -4.3861 -6.8194
H -2.6622 -2.1155 -7.4719
H -2.6439 -0.3174 -5.8330
N -0.1133 -0.6451 1.9455
C 0.7230 -1.1558 2.5083
N 1.7533 -1.6797 3.0685
C 1.9601 -1.3410 4.4908
C 1.8265 -2.6876 5.2372
O 2.7070 -3.6462 4.7494
C 2.4046 -4.0164 3.4350
C 2.4758 -2.8396 2.4992
H 1.1576 -0.6744 4.7861
H 2.9385 -0.9019 4.6128
H 0.8092 -3.0680 5.1486
H 2.0580 -2.5534 6.3100
H 1.3941 -4.4921 3.3741
H 3.1508 -4.7692 3.1562
H 2.0629 -3.0340 1.5600
H 3.5121 -2.6101 2.3660
C -0.7010 -4.0398 1.4195
C -0.8728 -3.7426 -0.0591
C -2.1246 -4.4891 -0.5373
C 0.2118 -4.3645 -0.8212
N -0.8990 -2.3394 -0.3044
H -0.3134 -5.0933 1.5885
H -1.6550 -3.9678 1.9816
H -0.0070 -3.3390 1.9210
H -1.9346 -5.5653 -0.4428
H -2.3021 -4.2975 -1.6003
H -3.0261 -4.2150 0.0414
H 0.0259 -5.4596 -0.7669
H 1.2045 -4.2253 -0.3771
H 0.2014 -4.0986 -1.8821
O 0.8729 1.2746 0.3649
S 0.7698 2.5804 1.0826
C 2.1366 3.6645 0.6183
C 3.5640 3.3120 0.9553
C 4.3765 4.3895 1.2674
C 5.7315 4.1757 1.4313
C 6.2933 2.9107 1.3777
C 5.4909 1.8516 1.0811
C 4.1375 2.0603 0.8606
C 1.2952 2.2648 2.7809
C 0.1278 2.0248 3.6511
C 0.3182 1.7824 5.0119
C -0.7343 1.4411 5.8099
C -2.0114 1.3509 5.2810
C -2.2271 1.5885 3.9300
C -1.1509 1.9208 3.1178
H 1.8944 4.6297 1.0474
H 2.0410 3.7915 -0.4691
H 3.9398 5.3603 1.4099
H 6.3683 5.0476 1.6193
H 7.3662 2.8062 1.4584
H 5.9024 0.8330 0.9574
H 3.5238 1.2177 0.5648
H 1.9149 3.0991 3.1530
H 2.0114 1.3807 2.6940
H 1.3086 1.8229 5.4465
H -0.5345 1.2472 6.8356
H -2.8432 1.0964 5.9438
H -3.1635 1.3203 3.4703
H -1.3174 2.0488 2.0605
*
```

***

Formula: C44H58N6O3PTi
Source: the Open Molecules 2025 dataset
Level of theory: ωB97M-V/def2-TZVPD

For the HOMO-LUMO gap (spin up / spin down), the calculation gives 4.9 / 7.1 eV. The value obtained for the HOMO energy (spin up / spin down) is -2.451 / -4.674 eV. As for the LUMO energy (spin up / spin down): 2.4 / 2.4 eV. The calculation puts the largest force on an atom at 0.0505 hartree/bohr. Its expectation value of S² is 2.029.

Structure (ORCA input):
```
! RIJCOSX wB97M-V def2-TZVPD def2/J DEFGRID3
* xyz -1 3
Ti -0.5953 -0.7654 0.1288
C 6.9533 -0.7690 0.4090
N 6.3467 -0.1346 -0.7070
C 6.5769 1.3010 -0.8285
C 5.5164 1.7153 -1.8720
N 4.4930 0.6873 -1.6785
C 3.4693 0.6829 -2.7912
C 4.9939 -0.4138 -0.9909
N 4.3801 -1.4252 -0.5008
C 2.9390 -1.5562 -0.5394
C 2.4900 -2.1204 0.7911
N 1.0990 -2.6218 0.6824
C 0.9372 -3.8282 1.0906
N 1.8690 -4.6519 1.7628
C 2.5103 -4.2777 3.0116
C 1.4701 -6.0675 1.6536
C 0.0128 -6.0234 1.1487
N -0.1504 -4.6192 0.7909
C -1.0888 -4.3425 -0.2647
H 6.5981 -1.7774 0.6035
H 6.7655 -0.2052 1.3110
H 8.0253 -0.8522 0.2548
H 7.5910 1.6010 -1.1744
H 6.3549 1.7892 0.1389
H 5.9848 1.6035 -2.8312
H 5.2120 2.7500 -1.6481
H 3.0749 1.7149 -2.7917
H 2.7169 -0.0027 -2.4959
H 3.9653 0.4225 -3.7302
H 2.5781 -2.2157 -1.3497
H 2.3407 -0.6284 -0.6507
H 2.4750 -1.3082 1.6280
H 3.2194 -2.8989 1.0964
H 3.5774 -4.3822 2.9632
H 2.2223 -4.9148 3.8657
H 2.2933 -3.2139 3.2888
H 1.4740 -6.5690 2.6169
H 2.0944 -6.6991 1.0488
H -0.7303 -6.3367 1.8275
H -0.1563 -6.5986 0.2867
H -0.8256 -4.8816 -1.2102
H -1.1246 -3.3127 -0.5633
H -2.1057 -4.5514 0.0662
O 0.8004 0.1186 1.1403
C 0.4226 1.0452 0.2785
C 1.1095 2.2313 0.0707
C 2.3333 2.4554 0.8153
C 3.1119 3.5596 0.7088
C 2.7407 4.5966 -0.2004
C 1.6000 4.4502 -0.9455
C 0.7328 3.2953 -0.8118
P -0.5623 2.8921 -1.9755
C -0.4148 4.4707 -3.0388
C 0.3425 4.3631 -4.2350
C 0.5752 5.4469 -5.0468
C 0.1984 6.7296 -4.6244
C -0.6789 6.9093 -3.5618
C -0.9589 5.7410 -2.7744
C -2.1639 3.1305 -1.1083
C -2.2543 2.9992 0.2806
C -3.4604 2.8752 0.9333
C -4.6439 2.9637 0.1609
C -4.5459 3.1167 -1.2014
C -3.3405 3.2254 -1.8472
H 2.6913 1.6313 1.4108
H 4.0116 3.5882 1.2712
H 3.3566 5.4429 -0.4049
H 1.4335 5.2342 -1.7032
H 0.8118 3.4153 -4.5569
H 1.0816 5.2352 -5.9827
H 0.5427 7.5509 -5.1842
H -1.1316 7.8952 -3.4264
H -1.5989 5.8372 -1.8863
H -1.3379 2.9011 0.8523
H -3.4643 2.6822 2.0063
H -5.5882 2.8282 0.5770
H -5.4994 3.1063 -1.7804
H -3.2670 3.2618 -2.9355
C -1.5511 -0.4943 -2.9394
O -1.0675 -0.8672 -1.7016
H -2.4367 0.1315 -2.9026
H -1.8966 -1.3687 -3.4793
H -0.9188 0.0803 -3.5276
C -4.0038 -2.4263 -1.1193
C -4.9582 -1.9437 -0.0179
C -5.4391 -0.4909 -0.2361
C -4.5037 -2.0225 1.4680
C -5.3809 -2.6287 2.3423
C -5.1041 -2.8165 3.7164
C -3.8728 -2.2620 4.1265
C -2.9707 -1.6343 3.2814
C -1.7650 -0.9724 3.9033
C -1.7743 0.5330 3.6413
C -0.4315 -1.6028 3.4511
C -3.2353 -1.5660 1.8794
O -2.3334 -1.2229 0.9770
H -4.6228 -2.2992 -2.0640
H -3.6205 -3.4328 -0.9498
H -3.0941 -1.8503 -1.2589
H -5.8316 -2.6221 -0.1260
H -4.5480 0.1181 -0.2883
H -6.0125 -0.2118 0.6214
H -5.9394 -0.4345 -1.1943
H -6.3480 -2.9393 1.8980
H -5.8322 -3.2494 4.3735
H -3.6812 -2.3841 5.1619
H -1.8466 -1.1816 4.9673
H -1.8473 0.7649 2.5554
H -0.8905 1.0278 4.0550
H -2.7166 0.9693 4.0883
H -0.3945 -1.8243 2.3924
H -0.3108 -2.5232 4.0845
H 0.3513 -0.8806 3.6991
*
```

***

Energy above the lowest of the compared OMol25 structures with the same formula, charge and spin in kJ/mol, matching the order above: 59.5; 0.0; 0.0; 68.3